[1]
Density functional theory data (ωB97M-V/def2-TZVPD) for a structure of composition C17H24BiClIN2O3P at a distorted geometry.

Output
LUMO energy (spin up / spin down)   -9.2 / -8.9 eV
HOMO-LUMO gap (spin up / spin down)   4.527 / 4.819 eV
Energy above the lowest of the compared OMol25 structures with the same formula, charge and spin   0.000 eV

Structure (ORCA input):
```
! RIJCOSX wB97M-V def2-TZVPD def2/J DEFGRID3
* xyz 2 1
C -0.01 -2.06 -0.95
C 0.98 -0.99 -1.15
H 0.48 -3.02 -1.10
H -0.83 -2.01 -1.66
H -0.45 -2.01 0.04
O 2.11 -1.01 -0.75
I 1.34 1.70 0.17
Bi -2.48 0.53 0.71
P -0.11 0.64 -2.23
C 1.34 0.97 -3.25
C -0.98 -0.33 -3.59
H -2.04 2.19 -2.47
H -0.94 2.23 -3.85
H -0.49 3.06 -2.33
C -0.98 2.18 -2.75
H -2.01 -0.55 -3.34
H -0.97 0.32 -4.46
H 0.98 1.05 -4.28
H 2.07 0.18 -3.15
H -0.43 -1.23 -3.84
H 1.75 1.92 -2.97
C 3.97 0.28 0.26
O 4.98 -0.25 0.09
Cl -3.90 -0.58 -0.97
C 0.76 -0.99 6.71
N 0.97 -0.86 5.29
N -0.07 -0.87 4.45
C 0.36 -1.02 3.16
O -0.43 -1.05 2.18
C 1.78 -1.11 3.27
C 2.11 -1.08 4.59
C 3.40 -1.23 5.32
C -1.39 -0.55 4.87
C -1.62 0.54 5.68
C -2.90 0.81 6.10
C -3.96 0.05 5.60
C -3.74 -0.98 4.71
C -2.44 -1.29 4.33
H -0.02 -1.76 6.94
H 0.47 -0.01 7.19
H 1.70 -1.33 7.17
H 2.45 -1.23 2.42
H 3.59 -0.36 5.99
H 3.40 -2.17 5.91
H 4.21 -1.29 4.58
H -0.81 1.18 5.94
H -3.10 1.62 6.79
H -4.97 0.23 5.93
H -4.54 -1.61 4.32
H -2.20 -2.12 3.65
*
```

---

[2]
Density functional theory data (ωB97M-V/def2-TZVPD) for a structure of composition C17H24CoN3O3S3.

Output
LUMO energy (spin up / spin down)   2.7 / 2.7 eV
HOMO-LUMO gap (spin up / spin down)   6.251 / 6.282 eV
Energy above the lowest of the compared OMol25 structures with the same formula, charge and spin   0.443 eV

Structure (ORCA input):
```
! RIJCOSX wB97M-V def2-TZVPD def2/J DEFGRID3
* xyz -1 4
Co 0.07 0.81 1.02
N -0.72 -0.56 2.70
C -1.65 0.12 3.58
C -1.03 1.42 4.05
N -0.64 2.22 2.91
C 0.13 3.40 3.30
C 0.69 4.11 2.08
N 1.35 3.11 1.26
H -1.24 -1.28 2.20
H 0.05 -0.99 3.21
H -1.93 -0.48 4.46
H -2.56 0.32 3.01
H -0.12 1.18 4.61
H -1.71 1.95 4.73
H -1.46 2.50 2.38
H 0.97 3.05 3.92
H -0.47 4.10 3.91
H 1.34 4.93 2.40
H -0.13 4.54 1.50
H 2.20 2.75 1.70
H 1.57 3.42 0.33
S 2.17 -0.14 1.47
C 3.03 0.11 -0.03
C 4.37 -0.30 -0.11
C 5.11 -0.16 -1.27
C 4.53 0.42 -2.39
C 3.21 0.84 -2.33
C 2.43 0.70 -1.17
S 0.77 1.23 -1.23
H 4.81 -0.74 0.77
H 6.14 -0.50 -1.30
H 5.09 0.53 -3.31
H 2.74 1.30 -3.19
C -1.53 -4.15 -4.84
C -1.86 -3.25 -3.67
C -3.14 -2.73 -3.51
C -3.43 -1.91 -2.43
C -2.44 -1.62 -1.50
C -1.16 -2.13 -1.65
C -0.88 -2.94 -2.74
S -2.89 -0.73 -0.02
O -4.17 -0.11 -0.27
O -2.91 -1.78 1.00
O -1.81 0.25 0.19
H -2.38 -4.26 -5.51
H -1.24 -5.14 -4.48
H -0.69 -3.75 -5.41
H -3.91 -2.96 -4.24
H -4.42 -1.50 -2.28
H -0.40 -1.87 -0.92
H 0.12 -3.33 -2.86
*
```

---

[3]
Density functional theory data (ωB97M-V/def2-TZVPD) for a structure of composition C17H24CuF5N3OSV at a distorted geometry.

Output
LUMO energy (spin up / spin down)   -9.5 / -9.5 eV
HOMO-LUMO gap (spin up / spin down)   6.807 / 6.800 eV

Structure (ORCA input):
```
! RIJCOSX wB97M-V def2-TZVPD def2/J DEFGRID3
* xyz 2 1
N -1.58 -1.28 0.06
C -2.52 -2.04 0.34
O -3.42 -2.76 0.63
Cu 0.45 1.76 1.66
V 0.18 -0.53 0.21
N 0.63 1.42 -0.08
N 1.24 -1.59 -0.85
C -0.30 2.21 -0.94
C 0.83 -2.58 -1.88
C -0.06 3.72 -0.75
C -0.09 1.89 -2.42
C -1.74 1.88 -0.53
C 0.36 -3.84 -1.16
C 1.98 -2.93 -2.82
C -0.32 -2.02 -2.70
H -0.12 4.00 0.31
H -0.82 4.28 -1.30
H 0.93 4.01 -1.13
H 0.92 2.16 -2.74
H -0.81 2.47 -3.01
H -0.26 0.82 -2.64
H -1.98 0.82 -0.68
H -2.42 2.48 -1.15
H -1.93 2.13 0.52
H 1.18 -4.26 -0.55
H 0.04 -4.59 -1.89
H -0.48 -3.62 -0.49
H 2.79 -3.47 -2.31
H 2.40 -2.03 -3.30
H 1.60 -3.59 -3.62
H -0.61 -2.77 -3.45
H -0.01 -1.11 -3.24
H -1.20 -1.80 -2.09
C 2.07 1.62 -0.39
H 2.67 1.74 0.53
H 2.49 0.76 -0.94
H 2.22 2.52 -1.00
C 2.59 -1.78 -0.29
H 2.65 -1.32 0.70
H 2.82 -2.85 -0.17
H 3.36 -1.33 -0.93
F -3.16 2.86 4.69
C -2.25 1.95 4.28
C -0.92 2.32 4.10
F -0.52 3.55 4.50
C 0.04 1.38 3.61
F 1.34 1.51 4.11
C -0.42 0.03 3.28
S 0.58 -1.12 2.40
C -1.73 -0.32 3.61
F -2.14 -1.61 3.45
C -2.65 0.62 4.08
F -3.91 0.24 4.36
*
```

---

[4]
Density functional theory data (ωB97M-V/def2-TZVPD) for a structure of composition C17H24EuN4O5 at a distorted geometry.

Output
LUMO energy (spin up / spin down)   0.1 / 0.1 eV
HOMO-LUMO gap (spin up / spin down)   4.495 / 4.776 eV

Structure (ORCA input):
```
! RIJCOSX wB97M-V def2-TZVPD def2/J DEFGRID3
* xyz 0 8
O 3.03 1.62 -2.45
H 3.99 1.61 -2.32
Eu 0.51 0.36 0.08
N -1.49 -0.34 -1.10
N 0.76 -0.49 -2.22
O -2.77 0.01 -0.49
O 2.06 -0.78 -2.65
C -1.54 -0.88 -2.32
C -0.25 -0.98 -2.95
C -2.79 -1.32 -2.99
C -0.08 -1.56 -4.31
H -3.65 -0.85 -2.50
H -2.90 -2.41 -2.96
H -2.78 -1.03 -4.05
H 0.97 -1.82 -4.52
H -0.42 -0.85 -5.08
H -0.69 -2.47 -4.42
H -2.68 -0.29 0.44
H 2.53 0.11 -2.61
O 0.90 -2.11 0.48
H 0.11 -2.53 0.89
H 1.27 -2.75 -0.16
C 2.38 2.26 -1.32
H 2.78 1.91 -0.34
H 1.29 2.14 -1.42
H 2.58 3.33 -1.39
O -1.07 2.50 -0.04
H -1.98 2.24 -0.34
H -1.20 2.84 0.86
C -2.00 -1.98 3.69
C -1.68 -1.41 2.46
N -0.76 -0.43 2.33
C -0.11 0.03 3.44
C -0.36 -0.55 4.73
C -1.33 -1.57 4.83
C 0.39 -0.07 5.85
C 1.30 0.95 5.74
C 1.53 1.61 4.49
C 2.38 2.72 4.35
C 2.50 3.35 3.13
C 1.77 2.86 2.04
N 0.97 1.78 2.14
C 0.83 1.14 3.33
H -2.78 -2.75 3.74
H -2.18 -1.76 1.55
H -1.52 -2.00 5.81
H 0.20 -0.54 6.82
H 1.85 1.31 6.61
H 2.94 3.06 5.22
H 3.14 4.21 2.97
H 1.80 3.34 1.06
*
```

---

[5]
Density functional theory data (ωB97M-V/def2-TZVPD) for a structure of composition C17H24IN4O5OsS.

Output
LUMO energy (spin up / spin down)   -12.4 / -12.4 eV
HOMO-LUMO gap (spin up / spin down)   4.753 / 4.791 eV
Energy above the lowest of the compared OMol25 structures with the same formula, charge and spin   0.000 eV

Structure (ORCA input):
```
! RIJCOSX wB97M-V def2-TZVPD def2/J DEFGRID3
* xyz 3 1
Os -1.07 -0.19 -0.64
C -2.06 -2.63 0.82
O -2.46 -1.74 -0.30
C -3.80 -1.15 -0.05
C -3.59 0.12 0.74
O -2.61 0.92 -0.02
C -2.87 2.37 -0.12
H -2.34 -2.17 1.76
H -0.98 -2.74 0.79
H -2.57 -3.58 0.68
H -4.43 -1.88 0.47
H -4.23 -0.96 -1.03
H -3.12 -0.09 1.71
H -4.49 0.69 0.92
H -2.82 2.80 0.88
H -3.85 2.49 -0.58
H -2.08 2.78 -0.75
C 5.55 1.41 3.95
C 4.23 1.34 3.23
C 3.36 0.27 3.44
C 2.15 0.18 2.79
C 1.81 1.21 1.90
C 2.64 2.31 1.68
C 3.85 2.35 2.35
S 0.29 1.22 1.15
O -0.66 2.08 1.76
O 0.37 1.36 -0.37
O -0.28 -0.26 1.13
H 6.01 0.42 4.00
H 5.40 1.74 4.98
H 6.23 2.10 3.47
H 3.64 -0.50 4.15
H 1.48 -0.65 2.97
H 2.36 3.11 1.01
H 4.50 3.20 2.21
N 2.47 -1.80 -1.92
C 1.81 -3.01 -1.82
C 0.55 -2.72 -1.47
N 0.43 -1.33 -1.34
C 1.65 -0.82 -1.64
H 3.44 -1.68 -2.19
H 2.29 -3.95 -2.02
H -0.28 -3.39 -1.33
H 1.90 0.23 -1.64
I -1.70 1.78 -6.34
C -1.84 0.66 -4.63
C -2.39 -0.63 -4.51
N -2.30 -1.01 -3.25
N -1.73 -0.03 -2.49
C -1.44 0.99 -3.36
H -2.82 -1.27 -5.27
H -2.64 -1.86 -2.82
H -0.96 1.89 -3.01
*
```

---

[6]
Density functional theory data (ωB97M-V/def2-TZVPD) for a structure of composition C17H24IrN4O7SeSi.

Output
LUMO energy   2.2 eV
HOMO-LUMO gap   7.955 eV
Energy above the lowest of the compared OMol25 structures with the same formula, charge and spin   0.000 eV

Structure (ORCA input):
```
! RIJCOSX wB97M-V def2-TZVPD def2/J DEFGRID3
* xyz -1 1
Ir 0.40 0.05 0.04
O -4.31 1.88 4.89
C -4.21 2.35 3.74
O -4.92 3.16 3.12
C -2.96 1.87 2.96
C -2.17 0.83 3.44
C -1.18 0.30 2.64
N -0.94 0.76 1.41
C -1.62 1.84 0.97
C -2.63 2.41 1.72
C -1.25 2.34 -0.41
O -1.85 3.29 -0.89
O -0.31 1.68 -1.01
H -2.39 0.43 4.42
H -0.58 -0.55 2.95
H -3.20 3.24 1.32
N 1.98 1.07 0.92
C 2.63 0.24 1.96
C 2.01 -1.17 2.08
O 2.45 -1.90 2.94
O 1.05 -1.45 1.26
H 2.57 1.13 0.08
H 1.78 2.01 1.25
H 2.54 0.72 2.93
H 3.68 0.11 1.74
C -2.99 0.90 -2.77
N -3.44 0.39 -1.48
C -4.55 0.81 -0.80
C -4.65 0.05 0.32
N -3.60 -0.83 0.29
C -3.32 -1.89 1.26
C -2.84 -0.60 -0.80
Se -1.21 -1.44 -1.22
H -3.55 1.81 -2.98
H -3.17 0.15 -3.54
H -1.93 1.13 -2.73
H -5.15 1.64 -1.13
H -5.36 0.08 1.13
H -4.12 -1.87 2.00
H -2.36 -1.73 1.73
H -3.30 -2.85 0.75
C 1.76 -2.53 -3.16
Si 2.04 -0.69 -2.84
C 3.81 -0.30 -3.36
C 0.89 0.28 -3.96
O 1.91 -0.31 -1.28
H 1.94 -2.78 -4.21
H 0.73 -2.82 -2.92
H 2.42 -3.13 -2.54
H 3.99 -0.57 -4.40
H 4.52 -0.85 -2.74
H 4.02 0.76 -3.25
H 1.15 0.13 -5.01
H 0.95 1.35 -3.73
H -0.15 -0.03 -3.81
*
```

---

[7]
Density functional theory data (ωB97M-V/def2-TZVPD) for an isolated molecule of C17H24N2O3.

Output
LUMO energy   0.6 eV
SMILES   CCCOC(=O)C[C@@H]1C(=O)NCCN1Cc1ccccc1C
HOMO-LUMO gap   9.256 eV
Energy above the lowest of the compared OMol25 structures with the same formula, charge and spin   1.001 eV

Structure (ORCA input):
```
! RIJCOSX wB97M-V def2-TZVPD def2/J DEFGRID3
* xyz 0 1
C -0.05 -3.31 3.90
C 0.53 -3.20 2.50
C 0.98 -1.78 2.21
O 1.49 -1.71 0.87
C 2.38 -0.76 0.60
O 2.82 0.01 1.41
C 2.76 -0.78 -0.87
C 1.49 -0.59 -1.72
C 1.92 -0.44 -3.18
O 2.41 -1.37 -3.79
N 1.79 0.77 -3.74
C 1.13 1.92 -3.15
C 1.16 1.79 -1.63
N 0.69 0.50 -1.18
C -0.74 0.33 -1.21
C -1.42 1.05 -0.06
C -0.67 1.43 1.05
C -1.28 2.06 2.12
C -2.64 2.31 2.10
C -3.38 1.92 1.00
C -2.79 1.28 -0.08
C -3.64 0.86 -1.25
H -0.37 -4.33 4.10
H -0.91 -2.66 4.01
H 0.69 -3.03 4.65
H -0.22 -3.49 1.76
H 1.39 -3.87 2.39
H 0.14 -1.08 2.29
H 1.77 -1.46 2.90
H 3.22 -1.73 -1.13
H 3.48 0.02 -1.04
H 0.91 -1.51 -1.65
H 2.07 0.84 -4.71
H 0.10 1.99 -3.51
H 1.66 2.83 -3.46
H 2.18 1.93 -1.27
H 0.53 2.57 -1.18
H -0.97 -0.74 -1.12
H -1.18 0.67 -2.17
H 0.39 1.24 1.06
H -0.68 2.36 2.97
H -3.12 2.80 2.93
H -4.45 2.11 0.98
H -3.35 1.40 -2.15
H -3.52 -0.21 -1.45
H -4.69 1.05 -1.05
*
```

---

[8]
Density functional theory data (ωB97M-V/def2-TZVPD) for an isolated molecule of C17H24N2O4.

Output
LUMO energy   0.7 eV
SMILES   COc1ccc(C(=O)NCC(=O)N2CCC(C)CC2)cc1OC
HOMO-LUMO gap   8.814 eV
Energy above the lowest of the compared OMol25 structures with the same formula, charge and spin   1.462 eV

Structure (ORCA input):
```
! RIJCOSX wB97M-V def2-TZVPD def2/J DEFGRID3
* xyz 0 1
C 3.72 -5.77 1.80
O 3.90 -4.47 1.27
C 2.85 -3.72 0.85
C 3.21 -2.48 0.34
C 2.29 -1.57 -0.14
C 0.94 -1.90 -0.11
C -0.15 -1.02 -0.60
O -1.28 -1.44 -0.82
N 0.18 0.27 -0.83
C -0.81 1.25 -1.19
C -0.37 2.60 -0.64
O 0.72 2.72 -0.10
N -1.22 3.63 -0.79
C -2.55 3.50 -1.37
C -3.07 4.88 -1.77
C -3.21 5.82 -0.56
C -4.60 5.71 0.07
C -2.12 5.50 0.48
C -0.89 4.91 -0.20
C 0.56 -3.15 0.38
C 1.48 -4.06 0.87
O 1.12 -5.29 1.36
C -0.25 -5.64 1.35
H 3.11 -5.75 2.71
H 3.27 -6.44 1.07
H 4.73 -6.11 2.05
H 4.27 -2.25 0.33
H 2.63 -0.63 -0.54
H 1.03 0.68 -0.45
H -1.78 0.95 -0.78
H -0.90 1.31 -2.28
H -3.23 3.04 -0.65
H -2.50 2.86 -2.25
H -2.39 5.31 -2.50
H -4.04 4.75 -2.26
H -3.08 6.84 -0.91
H -4.66 6.35 0.95
H -5.37 6.02 -0.63
H -4.81 4.69 0.38
H -1.85 6.39 1.03
H -2.50 4.77 1.20
H -0.09 4.74 0.52
H -0.52 5.60 -0.97
H -0.49 -3.37 0.37
H -0.29 -6.65 1.76
H -0.84 -4.97 1.97
H -0.65 -5.65 0.33
*
```

---

[9]
Density functional theory data (ωB97M-V/def2-TZVPD) for an isolated molecule of C17H24N2O5S at a distorted geometry.

Output
LUMO energy   0.8 eV
SMILES   CN(C)S(=O)(=O)c1cccc(COC(=O)CN2CCCCCC2=O)c1
HOMO-LUMO gap   10.012 eV
Energy above the lowest of the compared OMol25 structures with the same formula, charge and spin   1.036 eV

Structure (ORCA input):
```
! RIJCOSX wB97M-V def2-TZVPD def2/J DEFGRID3
* xyz 0 1
C 4.97 0.42 -0.50
N 4.21 -0.25 0.53
C 4.17 0.42 1.80
S 2.73 -0.86 0.03
O 2.94 -1.54 -1.21
O 2.20 -1.61 1.14
C 1.69 0.58 -0.24
C 1.80 1.29 -1.41
C 1.00 2.41 -1.59
C 0.09 2.78 -0.62
C -0.02 2.04 0.56
C -1.13 2.31 1.54
O -2.15 1.33 1.33
C -3.06 1.60 0.38
O -3.28 2.70 -0.06
C -3.97 0.39 0.18
N -3.22 -0.76 -0.28
C -3.69 -2.09 0.04
C -2.77 -2.82 1.01
C -1.57 -3.46 0.32
C -0.64 -2.45 -0.35
C -1.30 -1.67 -1.50
C -2.12 -0.51 -1.01
O -1.79 0.65 -1.24
C 0.80 0.95 0.75
H 6.02 0.43 -0.22
H 4.85 -0.16 -1.42
H 4.64 1.45 -0.66
H 5.18 0.47 2.22
H 3.53 -0.17 2.45
H 3.77 1.44 1.72
H 2.47 0.95 -2.18
H 1.06 2.98 -2.51
H -0.57 3.62 -0.78
H -1.56 3.31 1.40
H -0.80 2.18 2.57
H -4.75 0.67 -0.54
H -4.42 0.16 1.15
H -4.69 -1.98 0.48
H -3.80 -2.68 -0.88
H -3.34 -3.60 1.52
H -2.42 -2.11 1.77
H -0.99 -4.02 1.06
H -1.93 -4.17 -0.43
H -0.27 -1.74 0.40
H 0.23 -2.97 -0.74
H -0.52 -1.26 -2.14
H -1.92 -2.34 -2.10
H 0.73 0.34 1.64
*
```